Molecular formula: C2H29HfO13
Method: DFT, the ωB97M-V functional and the def2-TZVPD basis

Its charge is +3. The frontier orbital gap comes out at 0.071 Ha. The LUMO energy comes out at -15.6 eV. The value obtained for the energy above the lowest of the compared OMol25 structures with the same formula, charge and spin is 37.0 kcal per mole. As for the HOMO energy: -17.58 eV.

Geometry (Å):
Hf -18.7635 0.5586 11.4991
C -15.9080 -2.8853 12.8506
C -17.3678 -2.8162 12.4104
O -17.8334 -1.5131 12.1523
H -15.6826 -2.3860 13.7954
H -15.3473 -2.2848 12.1279
H -15.4485 -3.8779 12.8962
H -17.9621 -3.2448 13.2259
H -17.5316 -3.4233 11.5127
O -19.6724 -4.8392 11.0353
H -20.4611 -4.4385 10.6488
H -18.9823 -4.1832 10.9222
O -15.1972 -6.3564 12.5312
H -14.6300 -6.6454 11.8031
H -16.0994 -6.5696 12.2401
O -15.8893 0.8756 15.1337
H -15.9596 -0.0667 15.3339
H -16.4009 1.0071 14.3300
O -16.4870 0.3178 10.3584
H -16.0577 -0.4309 9.9064
H -15.8297 1.0372 10.3310
O -19.2812 -5.9940 13.4401
H -19.4601 -5.5642 12.5832
H -19.3105 -6.9401 13.2580
O -19.2343 0.0825 13.8957
H -19.9456 0.4107 14.4755
H -18.6128 -0.3719 14.4896
O -14.2378 -0.1563 12.5750
H -14.3992 0.7800 12.7449
H -15.1085 -0.5709 12.5395
O -20.7196 -0.7246 11.7475
H -21.5738 -0.3704 12.0615
H -20.7459 -1.6746 11.9628
O -17.5944 -7.0752 10.9951
H -18.1750 -7.7977 11.2636
H -17.9734 -6.2907 11.4017
O -17.8293 -4.5460 15.8807
H -18.7185 -4.3783 16.2125
H -17.9650 -5.0335 15.0576
O -13.4667 -3.7770 15.9749
H -14.2433 -3.2456 16.2539
H -13.0445 -3.2608 15.2734
O -15.8622 -2.5600 16.2172
H -16.3632 -3.3286 15.8816
H -16.5204 -1.8718 16.3348